Record 1
Computed, not measured: 2 unconnected molecules or ions with the total composition C4H13NO in a non-equilibrium geometry, with wB97M-V/def2-TZVPD.

```
19
C4H13NO, DFT wB97M-V/def2-TZVPD
H 2.77 -1.34 -0.80
O 1.89 -1.56 -1.12
H 0.97 1.72 -0.34
H 0.26 2.06 -2.59
C -0.02 1.32 -0.56
H 0.62 0.39 1.91
H -0.58 -0.61 -0.60
C -0.34 0.06 1.51
H -0.11 -2.05 1.99
H -1.14 1.05 -2.39
H -0.78 2.01 -0.19
N -0.20 0.02 0.08
C -0.11 1.18 -2.07
H -1.37 -1.23 2.99
H -1.11 0.83 1.70
H 1.25 -1.25 -0.45
H 0.47 0.34 -2.44
C -0.87 -1.26 2.04
H -1.60 -1.65 1.33
```

Calculated values
- ΔE to the lowest compared entry with this formula, charge and spin: 16.5 kcal per mole
- Structure (SMILES): CCNCC.O
- HOMO: -8.6451 eV
- Charge: 0
- Orbital gap: 9.648 eV

=====

Record 2
Computed, not measured: 2 unconnected molecules or ions with the total composition C4H13NO in a non-equilibrium geometry, with wB97M-V/def2-TZVPD.

```
19
C4H13NO, DFT wB97M-V/def2-TZVPD
C 0.51 -0.04 -2.49
H 1.20 1.59 2.23
H -0.22 1.05 3.11
H -1.23 1.48 1.06
H 0.22 -2.25 0.56
H -0.02 -0.27 -3.41
H 1.23 0.45 -0.14
H -0.86 1.40 -1.83
H -0.97 -0.23 1.12
H 1.22 0.73 -2.75
C 0.43 0.82 2.27
N 0.28 0.78 -0.22
H 1.08 -0.93 -2.20
H -1.22 -2.69 0.68
H 0.88 -0.15 2.49
C -0.44 0.74 1.03
C -0.44 0.47 -1.42
O -0.38 -2.71 1.16
H -1.27 -0.24 -1.25
```

Calculated values
- ΔE to the lowest compared entry with this formula, charge and spin: 14.7 kcal per mole
- Structure (SMILES): CCNCC.O
- HOMO: -8.4276 eV
- Charge: 0
- Orbital gap: 9.257 eV

=====

Record 3
Computed, not measured: 2 unconnected molecules or ions with the total composition C4H13NO in a non-equilibrium geometry, with wB97M-V/def2-TZVPD.

```
19
C4H13NO, DFT wB97M-V/def2-TZVPD
H 1.54 -0.82 -0.22
H 0.42 -1.23 2.53
H -1.34 -1.56 -0.70
H -1.76 0.48 -0.99
H 0.04 -0.80 0.99
C -1.14 1.24 -0.53
O -0.09 -1.49 1.75
H -0.35 -1.73 -2.16
C 0.58 -0.49 -0.61
N -0.13 0.54 0.24
H 1.58 0.83 1.40
H 0.10 -2.57 -0.69
C 0.81 1.43 0.91
H 0.29 1.97 1.70
C -0.32 -1.64 -1.08
H 1.31 2.08 0.18
H -0.68 1.83 -1.33
H -1.74 1.86 0.13
H 0.88 0.08 -1.51
```

Calculated values
- ΔE to the lowest compared entry with this formula, charge and spin: 36.5 kcal per mole
- Structure (SMILES): CCN(C)C.O
- HOMO: -8.8122 eV
- Charge: 0
- Orbital gap: 9.777 eV

=====

Respective LUMO values: 1.00 0.83 0.96 eV.